The following is a quantum chemistry calculation of a cluster of 13 separate species, C54H139N5O18 in total at a distorted geometry, from the Open Molecules 2025 dataset.

Structure (XYZ):
```
216
C54H139N5O18 | the Open Molecules 2025 dataset | ωB97M-V/def2-TZVPD
C -24.36 -2.97 20.58
O -24.61 -3.16 21.95
C -24.50 -4.49 22.38
C -24.79 -4.49 23.88
N -23.96 -3.54 24.61
C -22.52 -3.91 24.63
C -21.70 -2.80 25.23
O -21.68 -1.71 24.32
C -20.84 -0.68 24.79
H -24.27 -1.91 20.36
H -25.17 -3.39 19.98
H -23.42 -3.44 20.25
H -23.51 -4.88 22.14
H -25.22 -5.17 21.91
H -24.63 -5.51 24.25
H -25.83 -4.22 24.09
H -23.94 -2.68 24.06
H -22.13 -4.09 23.62
H -22.43 -4.85 25.18
H -20.70 -3.22 25.39
H -22.13 -2.45 26.17
H -21.12 -0.38 25.80
H -20.93 0.17 24.12
H -19.78 -0.98 24.74
C -18.90 8.54 17.30
O -19.85 8.10 18.26
C -21.19 8.34 17.84
C -22.11 7.83 18.94
N -22.42 6.43 18.74
C -23.46 5.90 19.57
C -23.74 4.45 19.20
O -22.56 3.68 19.27
C -22.73 2.35 18.88
H -19.29 8.37 16.29
H -17.97 8.00 17.45
H -18.70 9.61 17.44
H -21.36 7.77 16.92
H -21.28 9.40 17.56
H -23.02 8.44 18.95
H -21.64 8.00 19.92
H -21.58 5.88 18.60
H -24.39 6.45 19.43
H -23.18 5.86 20.64
H -24.18 4.39 18.20
H -24.44 4.05 19.94
H -22.86 2.19 17.80
H -23.58 1.89 19.40
H -21.81 1.84 19.15
C -27.15 5.48 18.32
O -26.81 5.04 19.60
C -27.71 5.46 20.60
C -27.33 4.87 21.94
N -25.97 5.18 22.28
C -25.55 4.62 23.57
C -24.07 4.34 23.60
O -23.71 3.45 22.55
C -22.32 3.25 22.51
H -26.41 5.18 17.56
H -27.11 6.57 18.24
H -28.13 5.09 18.02
H -28.74 5.15 20.33
H -27.77 6.55 20.63
H -27.55 3.80 21.96
H -27.98 5.38 22.66
H -25.30 5.03 21.55
H -26.17 3.76 23.85
H -25.80 5.40 24.30
H -23.78 3.94 24.58
H -23.46 5.24 23.50
H -21.72 4.16 22.36
H -22.07 2.65 21.63
H -21.99 2.71 23.41
C -25.32 1.62 26.67
O -25.58 0.92 25.47
C -24.34 0.63 24.83
C -24.60 0.06 23.47
N -25.31 1.01 22.61
C -25.53 0.49 21.27
C -26.21 1.52 20.39
O -26.24 0.99 19.07
C -26.67 1.96 18.13
H -24.52 1.12 27.23
H -26.16 1.69 27.36
H -25.05 2.65 26.40
H -23.82 -0.09 25.48
H -23.67 1.50 24.78
H -25.20 -0.86 23.48
H -23.64 -0.24 23.02
H -24.78 1.88 22.56
H -26.11 -0.43 21.34
H -24.63 0.16 20.73
H -25.62 2.45 20.43
H -27.22 1.80 20.71
H -26.25 2.95 18.35
H -27.75 2.11 18.21
H -26.41 1.62 17.13
C -21.76 3.76 27.20
O -21.34 5.09 26.98
C -22.31 6.00 27.46
C -21.77 7.42 27.48
N -22.86 8.32 27.82
C -22.47 9.72 27.72
C -23.66 10.60 28.04
O -24.60 10.53 27.01
C -25.79 11.21 27.31
H -20.93 3.11 26.93
H -22.61 3.54 26.54
H -22.07 3.50 28.22
H -22.60 5.76 28.49
H -23.19 5.95 26.79
H -21.35 7.62 26.48
H -20.93 7.53 28.17
H -23.66 8.11 27.23
H -22.02 9.96 26.75
H -21.65 9.91 28.41
H -23.31 11.62 28.27
H -24.14 10.30 28.99
H -26.60 10.94 26.63
H -25.61 12.28 27.18
H -26.16 11.00 28.32
C -31.23 1.93 19.51
C -30.86 0.55 18.94
C -29.89 -0.25 19.76
O -32.04 -0.26 18.79
H -30.45 2.64 19.24
H -31.37 1.87 20.59
H -32.20 2.27 19.14
H -30.43 0.78 17.96
H -28.96 0.28 20.00
H -29.56 -1.11 19.18
H -30.26 -0.64 20.71
H -32.38 -0.16 17.90
C -25.08 -3.91 29.54
C -25.08 -3.47 28.09
C -24.93 -1.96 27.94
O -23.99 -4.13 27.46
H -25.13 -4.99 29.64
H -25.90 -3.44 30.10
H -24.15 -3.57 30.00
H -26.01 -3.83 27.63
H -25.64 -1.42 28.59
H -25.15 -1.61 26.93
H -23.98 -1.59 28.31
H -23.91 -3.79 26.55
C -26.50 -2.06 16.54
C -27.63 -2.08 17.57
C -28.24 -3.46 17.73
O -27.06 -1.74 18.85
H -26.93 -2.06 15.53
H -25.76 -2.83 16.74
H -26.00 -1.10 16.63
H -28.39 -1.32 17.42
H -28.44 -3.93 16.76
H -29.20 -3.42 18.25
H -27.61 -4.15 18.29
H -26.81 -0.81 18.89
C -28.39 3.81 26.41
C -29.60 4.06 25.52
C -30.17 5.45 25.67
O -29.29 3.77 24.16
H -28.19 2.74 26.49
H -28.62 4.17 27.41
H -27.54 4.36 26.02
H -30.42 3.38 25.81
H -30.47 5.66 26.70
H -31.07 5.62 25.08
H -29.43 6.20 25.39
H -28.72 2.97 24.15
C -31.48 3.38 14.04
C -30.00 3.01 14.07
C -29.46 3.04 15.50
O -29.90 1.63 13.70
H -32.13 2.59 14.43
H -31.75 3.45 12.98
H -31.81 4.31 14.49
H -29.39 3.66 13.44
H -30.12 2.47 16.16
H -29.13 4.02 15.85
H -28.48 2.54 15.52
H -30.04 1.52 12.76
C -26.44 3.70 29.73
C -24.96 3.63 30.02
C -24.61 3.94 31.47
O -24.54 2.28 29.76
H -26.93 2.80 30.11
H -26.65 3.64 28.66
H -26.92 4.58 30.16
H -24.38 4.28 29.36
H -23.53 3.93 31.66
H -24.92 3.12 32.12
H -25.03 4.88 31.83
H -23.59 2.16 29.85
C -28.48 -0.81 24.78
C -28.76 0.13 23.60
C -30.24 0.43 23.44
O -28.06 1.35 23.75
H -28.79 -0.34 25.72
H -27.39 -0.92 24.83
H -28.95 -1.78 24.62
H -28.42 -0.42 22.71
H -30.65 0.99 24.28
H -30.83 -0.48 23.40
H -30.42 0.96 22.50
H -27.11 1.11 23.81
C -28.23 -1.60 30.51
C -28.85 -0.29 30.02
C -28.45 0.11 28.61
O -30.27 -0.44 30.05
H -27.15 -1.48 30.58
H -28.50 -2.42 29.84
H -28.63 -1.90 31.48
H -28.55 0.50 30.71
H -28.72 -0.72 27.95
H -27.37 0.26 28.47
H -28.95 1.03 28.33
H -30.49 -1.24 29.56
```

The value obtained for the energy above the lowest of the compared OMol25 structures with the same formula, charge and spin is 0.00 kcal/mol. As for the net charge: 0. The gap between HOMO and LUMO is 0.325 Eh. For the HOMO energy, the calculation gives -0.3074 hartree. The calculated total energy comes out at -3768.70960 hartree.

=====

The following is a quantum chemistry calculation of a cluster of 2 separate species, CH7PSi in total at a distorted geometry, from the Open Molecules 2025 dataset.

Structure (XYZ):
```
10
CH7PSi | the Open Molecules 2025 dataset | ωB97M-V/def2-TZVPD
C 0.56 0.19 -1.75
Si -0.22 -0.43 2.21
P -0.02 1.41 -0.50
H 1.02 0.79 -2.57
H -0.42 -0.30 -2.27
H 1.18 -0.51 -1.33
H -0.57 -0.28 3.62
H -1.23 -1.20 1.50
H 1.15 -0.86 1.80
H -1.44 1.18 -0.71
```

The value obtained for the energy above the lowest of the compared OMol25 structures with the same formula, charge and spin is 72.42 kcal/mol. As for the net charge: 0. The gap between HOMO and LUMO (alpha / beta) is 0.252 / 0.266 Eh. For the HOMO energy (alpha / beta), the calculation gives -0.2801 / -0.2927 hartree. The calculated total energy comes out at -672.99313 hartree.

=====

The following is a quantum chemistry calculation of a structure of composition C10H10BrClMnO4 at a distorted geometry, from the Open Molecules 2025 dataset.

Structure (XYZ):
```
27
C10H10BrClMnO4 | the Open Molecules 2025 dataset | ωB97M-V/def2-TZVPD
C -1.12 -0.78 -2.02
C -1.30 -1.84 -1.05
C -1.87 -1.23 0.14
H -1.05 -2.88 -1.21
C -2.20 0.13 -0.17
C -1.76 0.41 -1.48
H -1.92 1.35 -2.01
H -0.76 -0.93 -3.04
H -2.13 -1.74 1.06
H -2.78 0.80 0.46
Mn 0.15 -0.46 -0.36
Br 1.17 -2.50 0.40
C 1.89 1.09 0.26
C 1.07 1.87 -0.62
C 0.91 1.15 -1.83
H 0.67 2.86 -0.40
C 1.67 -0.08 -1.75
C 2.35 -0.06 -0.46
H 3.14 -0.73 -0.13
H 2.21 1.38 1.25
H 0.41 1.52 -2.73
H 1.84 -0.81 -2.54
O -0.90 -0.92 3.90
Cl -0.12 0.29 3.69
O -0.61 1.39 4.48
O 1.30 0.05 3.95
O -0.25 0.66 2.22
```

As for the net charge: 0. The gap between HOMO and LUMO (alpha / beta) is 0.209 / 0.289 Eh. For the HOMO energy (alpha / beta), the calculation gives -0.3186 / -0.3383 hartree. The calculated total energy comes out at -4872.84747 hartree. The spin multiplicity is 4.

=====

The following is a quantum chemistry calculation of the molecule C4H5F2NO at a distorted geometry, from the Open Molecules 2025 dataset.

Structure (XYZ):
```
13
C4H5F2NO | the Open Molecules 2025 dataset | ωB97M-V/def2-TZVPD
N 1.96 0.98 0.41
C 1.09 -0.04 0.40
O 1.34 -1.19 0.76
C -0.32 0.32 0.02
F -0.67 1.63 -0.04
C -0.99 -0.63 -1.02
C -1.49 -0.54 0.39
F -2.68 0.01 0.78
H 2.09 1.90 -0.07
H 2.93 0.59 0.60
H -0.46 -1.40 -1.41
H -1.60 -0.29 -1.85
H -1.20 -1.36 1.04
```

The value obtained for the energy above the lowest of the compared OMol25 structures with the same formula, charge and spin is 13.57 kcal/mol. As for the net charge: 0. The gap between HOMO and LUMO is 0.410 Eh. For the HOMO energy, the calculation gives -0.3830 hartree. The calculated total energy comes out at -485.09922 hartree.

=====

The following is a quantum chemistry calculation of a cluster of 3 separate species, C5H14O2 in total at a distorted geometry, from the Open Molecules 2025 dataset.

Structure (XYZ):
```
21
C5H14O2 | the Open Molecules 2025 dataset | ωB97M-V/def2-TZVPD
C -2.82 -3.11 -1.30
C -1.49 -3.09 -1.20
C -0.51 -1.97 -1.15
C -1.09 -0.63 -0.70
C -0.18 0.52 -1.10
H -3.46 -2.23 -1.28
H -3.41 -4.01 -1.22
H -1.13 -4.11 -1.16
H -0.03 -1.96 -2.13
H 0.31 -2.31 -0.51
H -2.01 -0.52 -1.29
H -1.37 -0.69 0.35
H -0.46 1.55 -0.92
H -0.09 0.46 -2.19
H 0.82 0.31 -0.70
O 1.97 3.71 3.77
H 1.03 3.52 3.88
H 2.37 3.46 4.60
O 4.13 3.58 1.19
H 3.38 3.09 1.54
H 4.03 4.45 1.53
```

The value obtained for the energy above the lowest of the compared OMol25 structures with the same formula, charge and spin is 21.99 kcal/mol. As for the net charge: 0. The gap between HOMO and LUMO is 0.371 Eh. For the HOMO energy, the calculation gives -0.3512 hartree. The calculated total energy comes out at -349.34076 hartree.

=====

Repeat the second record exactly.
The following is a quantum chemistry calculation of a cluster of 2 separate species, CH7PSi in total at a distorted geometry, from the Open Molecules 2025 dataset.

Structure (XYZ):
```
10
CH7PSi | the Open Molecules 2025 dataset | ωB97M-V/def2-TZVPD
C 0.56 0.19 -1.75
Si -0.22 -0.43 2.21
P -0.02 1.41 -0.50
H 1.02 0.79 -2.57
H -0.42 -0.30 -2.27
H 1.18 -0.51 -1.33
H -0.57 -0.28 3.62
H -1.23 -1.20 1.50
H 1.15 -0.86 1.80
H -1.44 1.18 -0.71
```

The value obtained for the energy above the lowest of the compared OMol25 structures with the same formula, charge and spin is 72.42 kcal/mol. As for the net charge: 0. The gap between HOMO and LUMO (alpha / beta) is 0.252 / 0.266 Eh. For the HOMO energy (alpha / beta), the calculation gives -0.2801 / -0.2927 hartree. The calculated total energy comes out at -672.99313 hartree.